Entry 1:
Entry from the Open Molecules 2025 dataset: a 13-piece molecular cluster, C29H84O13 overall at a distorted geometry (ωB97M-V/def2-TZVPD).

CARTESIAN COORDINATES (ANGSTROEM)
C (-14.9602, 8.3286, -12.2006)
C (-13.8982, 7.4932, -12.8736)
O (-13.4195, 6.5284, -11.9076)
H (-14.5562, 9.0640, -11.5231)
H (-15.6304, 7.6160, -11.6856)
H (-15.5336, 8.8418, -12.9785)
H (-13.1186, 8.1651, -13.2431)
H (-14.3441, 7.0651, -13.7250)
H (-12.5561, 6.1836, -12.2212)
C (-9.5506, 3.2895, -12.4455)
C (-9.8174, 2.3532, -13.6343)
O (-11.2121, 2.1824, -13.5772)
H (-10.0050, 4.2965, -12.5941)
H (-8.4757, 3.4112, -12.2983)
H (-9.9661, 2.8058, -11.5762)
H (-9.2648, 1.4214, -13.4031)
H (-9.5084, 2.7089, -14.5923)
H (-11.6065, 1.7758, -14.4186)
C (-13.4565, 10.8332, -17.8397)
C (-14.4119, 9.8960, -17.1311)
O (-14.6905, 8.7371, -17.9415)
H (-13.4414, 11.7241, -17.2544)
H (-13.8267, 11.0712, -18.8436)
H (-12.4641, 10.4376, -17.9899)
H (-15.3079, 10.4419, -16.9507)
H (-14.0706, 9.5798, -16.1691)
H (-15.6077, 8.4998, -17.7778)
C (-17.3095, 7.4284, -15.4610)
C (-17.8298, 6.2472, -14.7471)
O (-18.9727, 5.6994, -15.3973)
H (-16.3955, 7.8020, -15.0406)
H (-17.9022, 8.3442, -15.3771)
H (-17.2299, 7.2027, -16.5511)
H (-18.0970, 6.4282, -13.6800)
H (-17.0879, 5.4388, -14.6806)
H (-19.5667, 6.4297, -15.4799)
C (-12.4444, 7.3151, -21.2662)
C (-13.2003, 6.2520, -20.4300)
O (-12.8179, 6.3400, -19.0918)
H (-11.3480, 7.2528, -21.0238)
H (-12.7575, 8.3478, -21.0299)
H (-12.5552, 7.1286, -22.3389)
H (-12.8206, 5.2656, -20.7888)
H (-14.2798, 6.2809, -20.4520)
H (-13.2122, 7.1543, -18.8395)
C (-9.5313, 5.4429, -15.4238)
C (-8.8806, 5.0731, -16.7955)
O (-7.5117, 5.5060, -16.7986)
H (-9.7205, 6.5331, -15.3802)
H (-8.8483, 5.2060, -14.6187)
H (-10.5436, 5.0227, -15.2132)
H (-9.4532, 5.4966, -17.6129)
H (-8.7691, 3.9807, -16.8616)
H (-7.5580, 6.4639, -16.9459)
C (-10.8144, 2.7753, -19.2175)
C (-12.2820, 2.6356, -19.6048)
O (-12.4627, 3.0411, -20.9512)
H (-10.2303, 2.5878, -20.1491)
H (-10.4709, 2.1241, -18.3801)
H (-10.5144, 3.8211, -18.9676)
H (-12.9267, 3.2016, -18.9030)
H (-12.5868, 1.6085, -19.5092)
H (-13.4443, 3.0232, -21.1560)
C (-19.5599, 0.1254, -15.7383)
C (-19.0802, 1.5269, -15.8441)
O (-17.7251, 1.6839, -15.4060)
H (-20.5471, 0.0185, -16.0998)
H (-19.5878, -0.2917, -14.7475)
H (-18.8545, -0.4822, -16.3521)
H (-19.7337, 2.2609, -15.3278)
H (-19.0991, 1.8987, -16.8429)
H (-17.7435, 1.9671, -14.4809)
C (-17.1818, 5.5232, -19.4077)
C (-17.8358, 4.4165, -18.5214)
O (-16.9670, 4.0306, -17.4509)
H (-17.4993, 5.4751, -20.4758)
H (-16.0864, 5.4229, -19.4459)
H (-17.5081, 6.5529, -19.1310)
H (-17.9849, 3.5499, -19.1214)
H (-18.8431, 4.7567, -18.1753)
H (-17.3732, 3.3465, -16.8809)
C (-16.1948, 2.9569, -10.3496)
C (-16.3301, 2.2223, -11.7367)
O (-17.4792, 2.7458, -12.4626)
H (-17.1055, 2.7004, -9.8552)
H (-16.0898, 4.0515, -10.4569)
H (-15.3630, 2.5977, -9.7790)
H (-16.3740, 1.1157, -11.6945)
H (-15.4932, 2.5181, -12.3544)
H (-18.2241, 2.7106, -11.8728)
C (-15.9003, 1.0738, -19.7025)
C (-16.0028, 1.6323, -21.1292)
C (-17.4857, 1.5779, -21.5109)
O (-15.4774, 2.9855, -21.1458)
H (-16.7411, 1.4226, -19.0679)
H (-14.9206, 1.3062, -19.2985)
H (-16.0058, -0.0149, -19.6778)
H (-15.3944, 1.0858, -21.8007)
H (-18.0343, 2.2920, -20.8999)
H (-17.7866, 0.5888, -21.2252)
H (-17.6652, 1.7013, -22.6433)
H (-15.7009, 3.4459, -20.3410)
C (-13.4464, 5.3736, -16.2651)
C (-13.3185, 3.9815, -15.6486)
C (-14.1513, 3.7106, -14.4241)
O (-13.7663, 3.0776, -16.6534)
H (-14.5231, 5.5659, -16.3119)
H (-12.8210, 5.5269, -17.1174)
H (-13.1085, 6.0862, -15.5470)
H (-12.2704, 3.7812, -15.4619)
H (-13.7713, 4.3970, -13.6768)
H (-14.0839, 2.6945, -14.0657)
H (-15.1517, 3.9979, -14.7062)
H (-14.6157, 3.4149, -16.9184)
C (-12.4387, -1.7215, -15.8651)
C (-13.1942, -0.5228, -16.3086)
C (-14.1413, 0.0172, -15.1518)
O (-12.2665, 0.5139, -16.6187)
H (-13.1298, -2.5830, -15.5052)
H (-11.7174, -1.4490, -15.0776)
H (-11.8084, -2.1686, -16.6547)
H (-13.8130, -0.8854, -17.1271)
H (-14.6578, 0.9534, -15.4687)
H (-13.4242, 0.2014, -14.3362)
H (-14.8681, -0.7989, -14.8900)
H (-12.8052, 1.2636, -16.9556)

Summary:
**Kohn-Sham gap**: 9.612 eV
**Total charge**: 0
**Electronic energy**: -2133.26436 Eh
**Energy above the lowest of the compared OMol25 structures with the same formula, charge and spin**: 216.6 kJ/mol

Entry 2:
Entry from the Open Molecules 2025 dataset: C6F7Xe as an isolated structure (ωB97M-V/def2-TZVPD).

CARTESIAN COORDINATES (ANGSTROEM)
C (1.3163, 0.1052, 0.0652)
C (0.6419, 1.3184, 0.0736)
C (-0.7535, 1.2762, 0.0268)
C (-1.4735, 0.0842, -0.0493)
C (-0.7529, -1.1015, -0.0523)
C (0.6307, -1.0970, 0.0054)
F (2.6290, 0.1185, 0.1186)
F (1.3678, 2.4062, 0.1408)
F (-2.7781, 0.0009, -0.1419)
F (-1.4125, -2.2355, -0.1241)
F (1.2894, -2.2249, -0.0019)
F (-3.5661, 2.2187, 0.3545)
F (-0.3959, 4.2395, -0.4738)
Xe (-1.9026, 3.1577, 0.0584)

Summary:
**Kohn-Sham gap**: 7.025 eV
**Total charge**: +1
**Electronic energy**: -1256.43612 Eh
**Energy above the lowest of the compared OMol25 structures with the same formula, charge and spin**: 67.1 kJ/mol

Entry 3:
Entry from the Open Molecules 2025 dataset: an isolated ion of composition C5H10N2 and charge +2 at a distorted geometry (ωB97M-V/def2-TZVPD).

CARTESIAN COORDINATES (ANGSTROEM)
C (0.0354, 0.5863, -0.1112)
C (0.8889, -1.4603, 0.0712)
C (-1.2418, -0.1798, 0.0029)
C (-2.5105, 0.4366, -0.0379)
C (2.4844, 0.4754, -0.0716)
N (-0.9100, -1.4311, 0.0413)
N (1.1936, -0.2568, -0.0603)
H (0.1730, 1.2846, -0.9000)
H (1.1710, -2.4392, 0.3950)
H (0.3027, 1.2802, 0.6951)
H (-3.2733, -0.1038, -0.6100)
H (-2.5258, 1.4576, -0.4691)
H (-2.9629, 0.4838, 1.0458)
H (2.7082, 1.1393, 0.8697)
H (2.6358, 1.1835, -0.8106)
H (3.3540, -0.1245, -0.1960)
H (-1.5227, -2.3317, 0.1454)

Summary:
**Kohn-Sham gap (spin up / spin down)**: 8.344 / 6.842 eV
**2S+1**: 3
**⟨S²⟩**: 2.01
**Total charge**: +2
**Electronic energy**: -305.06068 Eh
**Energy above the lowest of the compared OMol25 structures with the same formula, charge and spin**: 314.0 kJ/mol

Q: electronic energy of number 1 (C29H84O13)?
A: -2133.26436 Eh